Record 1
21
Properties=species:S:1:pos:R:3 method="wB97M-V/def2-TZVPD" relative_energy_kj_mol=108.0 total_charge=+1 spin_multiplicity=3 gap_ev="7.5 / 7.1"
C 0.433 -1.408 -0.480
C -0.910 -1.147 -0.860
C -0.002 0.673 0.224
C 0.387 1.686 -0.892
C -2.237 -0.052 0.897
C 2.271 -0.288 0.709
N -1.276 0.028 -0.121
N 0.974 -0.395 0.117
H 1.096 -2.215 -0.837
H -1.112 -0.809 -1.933
H -1.678 -1.937 -0.724
H -0.162 1.193 1.126
H 0.115 1.129 -1.860
H 1.442 1.822 -0.816
H 0.110 2.684 -0.708
H -2.586 0.975 1.224
H -3.165 -0.517 0.529
H -1.812 -0.545 1.715
H 2.476 -0.953 1.689
H 2.616 0.744 1.054
H 3.020 -0.668 -0.056

=====

Record 2
19
Properties=species:S:1:pos:R:3 method="wB97M-V/def2-TZVPD" relative_energy_kj_mol=80.9 smiles="C=[P@H](N)c1ccccc1" gap_ev=9.1
C -2.425 -0.186 1.489
P -1.697 0.413 0.055
N -2.395 -0.482 -1.217
C 0.105 0.209 0.000
C 0.931 0.969 0.869
C 2.321 0.828 0.742
C 2.842 -0.239 -0.090
C 2.087 -1.050 -0.837
C 0.728 -0.730 -0.855
H -3.448 0.183 1.459
H -1.865 0.273 2.257
H -1.611 1.610 -0.685
H -2.727 -1.385 -0.964
H -2.986 -0.127 -1.916
H 0.497 1.828 1.479
H 3.097 1.551 1.099
H 3.938 -0.473 -0.138
H 2.572 -1.946 -1.295
H 0.037 -1.246 -1.452

=====

Record 3
11
Properties=species:S:1:pos:R:3 method="wB97M-V/def2-TZVPD" relative_energy_kj_mol=368.5 gap_ev=8.9
C -0.679 0.784 1.005
N -0.537 -0.425 0.197
C 0.239 -0.320 -1.141
C 1.585 -0.763 -1.056
N 2.664 -1.191 -0.965
H 0.310 1.127 1.330
H -1.317 0.588 1.870
H -1.141 1.562 0.394
H -0.206 -1.236 0.710
H -1.002 -0.800 -0.799
H 0.082 0.675 -1.546

=====

Record 4
10
Properties=species:S:1:pos:R:3 method="wB97M-V/def2-TZVPD" relative_energy_kj_mol=143.1 smiles="O=C=O.C=CS" gap_ev=9.8
O 2.103 -0.952 -1.151
C 2.568 -0.125 -0.378
O 3.042 0.625 0.387
C 0.066 0.906 -0.540
C -0.171 -0.080 0.350
S -0.949 -1.869 0.264
H 0.053 1.933 -0.195
H 0.410 0.684 -1.634
H -0.328 0.319 1.347
H -2.153 -1.569 -0.356

=====

Record 5
83
Properties=species:S:1:pos:R:3 method="wB97M-V/def2-TZVPD" relative_energy_kj_mol=622.0 smiles="NC(N)=O.NC(N)=O.NC(N)=O.NC(N)=O.CCO.CO.CO.CO.CO.CO.CO.CO" gap_ev=8.1
N -19.220 13.018 -4.858
C -18.417 13.710 -4.123
N -17.741 14.542 -4.843
O -18.331 13.620 -2.920
H -19.726 12.294 -4.369
H -18.983 12.987 -5.839
H -17.605 14.241 -5.798
H -17.029 15.094 -4.387
N -22.145 6.114 -6.222
C -23.383 6.362 -6.269
N -23.870 5.686 -7.290
O -24.091 7.039 -5.488
H -21.806 5.381 -6.829
H -21.596 6.365 -5.412
H -23.277 5.065 -7.822
H -24.862 5.757 -7.468
N -15.952 9.818 -0.449
C -16.170 10.861 -1.166
N -17.400 11.001 -1.555
O -15.297 11.590 -1.543
H -14.982 9.606 -0.261
H -16.703 9.142 -0.440
H -17.621 11.870 -2.020
H -18.110 10.293 -1.431
N -19.030 4.474 -6.070
C -19.038 5.724 -5.648
N -18.237 6.485 -6.317
O -19.763 6.124 -4.782
H -19.783 3.847 -5.826
H -18.367 4.222 -6.788
H -18.290 7.478 -6.139
H -17.592 6.223 -7.048
C -17.278 7.043 -2.576
C -18.377 7.804 -1.997
O -18.286 8.098 -0.616
H -17.557 5.996 -2.458
H -16.246 7.123 -2.236
H -17.095 7.297 -3.620
H -19.343 7.407 -2.309
H -18.535 8.713 -2.577
H -18.595 7.352 -0.096
C -21.723 12.614 -1.594
O -23.024 12.503 -0.987
H -20.923 12.221 -0.967
H -21.815 12.070 -2.534
H -21.539 13.679 -1.735
H -23.108 13.191 -0.323
C -21.832 10.682 -8.688
O -21.685 11.759 -9.618
H -21.677 9.694 -9.121
H -21.135 10.794 -7.857
H -22.828 10.687 -8.246
H -21.079 11.486 -10.310
C -18.347 8.957 -8.422
O -17.261 9.448 -7.713
H -18.611 9.465 -9.349
H -18.185 7.941 -8.779
H -19.157 9.021 -7.695
H -16.542 9.597 -8.331
C -24.783 10.137 -3.648
O -24.145 9.602 -4.779
H -25.661 9.531 -3.425
H -24.052 10.158 -2.840
H -25.098 11.160 -3.855
H -24.087 8.648 -4.684
C -20.621 9.501 -4.421
O -19.689 10.372 -3.795
H -21.597 9.884 -4.123
H -20.399 9.600 -5.484
H -20.577 8.487 -4.025
H -18.830 10.324 -4.221
C -22.415 8.814 -0.744
O -22.908 9.754 0.172
H -22.857 8.815 -1.740
H -21.329 8.811 -0.835
H -22.673 7.836 -0.336
H -22.515 10.575 -0.133
C -16.229 10.912 -4.961
O -17.522 10.349 -5.269
H -16.299 11.817 -4.358
H -15.807 10.305 -4.159
H -15.466 10.931 -5.738
H -17.530 9.898 -6.116

=====

Record 6
124
Properties=species:S:1:pos:R:3 method="wB97M-V/def2-TZVPD" smiles="NCC1=C(CB(O)O)C(=O)C(O)=C(CCOC=O)C1=O.c1cc[nH]c1.c1cc[nH]c1.c1cc[nH]c1.c1cc[nH]c1.c1cc[nH]c1.c1cc[nH]c1.c1cc[nH]c1.c1cc[nH]c1.c1cc[nH]c1" gap_ev=6.9
N -0.575 4.078 -2.103
C 0.180 3.746 -3.338
C -0.752 3.087 -4.349
C -1.310 1.916 -4.152
C -1.115 1.019 -2.964
B 0.016 -0.048 -3.360
O 0.541 -0.059 -4.655
O 0.502 -0.955 -2.472
C -2.207 1.356 -5.218
O -3.122 0.660 -4.962
C -1.819 1.710 -6.622
O -2.099 0.808 -7.580
C -1.258 2.865 -6.841
C -0.838 3.348 -8.208
C -0.064 2.304 -9.036
O 1.231 2.756 -9.455
C 1.176 3.734 -10.378
O 2.155 4.158 -10.821
C -1.079 3.764 -5.656
O -1.215 4.920 -5.737
H -0.243 3.530 -1.320
H -1.554 3.859 -2.218
H 1.037 3.117 -3.101
H 0.494 4.698 -3.765
H -0.781 1.552 -2.079
H -2.041 0.467 -2.786
H 1.098 0.718 -4.796
H 1.067 -1.545 -2.996
H -2.279 -0.026 -7.121
H -1.719 3.726 -8.726
H -0.165 4.192 -8.046
H -0.671 2.071 -9.916
H 0.065 1.356 -8.531
H 0.214 4.140 -10.725
C 2.057 -4.170 1.020
C 0.679 -4.367 1.300
C 0.010 -3.264 0.838
N 0.930 -2.408 0.297
C 2.178 -2.954 0.399
H 2.870 -4.841 1.248
H 0.227 -5.219 1.784
H -1.038 -3.014 0.849
H 0.720 -1.515 -0.116
H 3.043 -2.433 0.024
C 3.292 -9.310 2.453
C 1.914 -9.509 2.733
C 1.242 -8.407 2.274
N 2.160 -7.550 1.732
C 3.410 -8.095 1.833
H 4.102 -9.983 2.680
H 1.467 -10.363 3.215
H 0.193 -8.160 2.286
H 1.947 -6.658 1.322
H 4.274 -7.572 1.457
C -3.277 -1.214 4.435
C -2.298 -0.939 5.427
C -1.070 -1.131 4.853
N -1.268 -1.514 3.555
C -2.609 -1.563 3.291
H -4.348 -1.162 4.546
H -2.475 -0.634 6.446
H -0.076 -1.029 5.254
H -0.540 -1.728 2.895
H -2.972 -1.842 2.316
C -3.989 3.698 7.470
C -4.905 3.198 8.436
C -5.271 1.941 8.036
N -4.617 1.663 6.866
C -3.830 2.727 6.517
H -3.503 4.660 7.476
H -5.253 3.703 9.322
H -5.939 1.222 8.480
H -4.699 0.810 6.343
H -3.228 2.700 5.624
C -4.877 2.850 1.227
C -4.484 4.199 1.012
C -3.959 4.275 -0.249
N -4.015 3.023 -0.804
C -4.578 2.151 0.089
H -5.329 2.441 2.116
H -4.579 5.018 1.705
H -3.550 5.107 -0.798
H -3.694 2.782 -1.725
H -4.715 1.113 -0.163
C -3.614 -1.306 12.060
C -4.276 -1.010 10.839
C -3.408 -0.281 10.070
N -2.250 -0.122 10.779
C -2.366 -0.747 11.991
H -4.008 -1.866 12.892
H -5.275 -1.300 10.558
H -3.514 0.138 9.084
H -1.441 0.378 10.458
H -1.554 -0.739 12.696
C -1.332 -2.214 16.819
C 0.053 -2.260 17.132
C 0.724 -1.669 16.096
N -0.200 -1.271 15.169
C -1.457 -1.595 15.604
H -2.144 -2.591 17.419
H 0.503 -2.679 18.016
H 1.776 -1.498 15.938
H 0.012 -0.811 14.303
H -2.327 -1.360 15.014
C 3.358 1.148 -11.327
C 4.352 1.632 -12.217
C 4.929 0.543 -12.818
N 4.324 -0.581 -12.324
C 3.363 -0.220 -11.418
H 2.715 1.739 -10.696
H 4.612 2.663 -12.394
H 5.715 0.470 -13.553
H 4.551 -1.523 -12.585
H 2.768 -0.965 -10.917
C 9.535 2.433 -10.676
C 9.548 1.100 -10.188
C 8.378 0.510 -10.591
N 7.659 1.433 -11.297
C 8.358 2.606 -11.357
H 10.302 3.179 -10.542
H 10.326 0.629 -9.610
H 7.996 -0.485 -10.434
H 6.752 1.273 -11.710
H 7.959 3.461 -11.877

=====

Record 7
60
Properties=species:S:1:pos:R:3 method="wB97M-V/def2-TZVPD" relative_energy_kj_mol=179.1 smiles="COc1ccc(/C=C/[C@H](c2ccc(OC)cc2)c2n(C(C)(C)C)cc[n+]2C)cc1" total_charge=+1 gap_ev=8.0
C -6.732 4.201 1.504
O -6.616 2.776 1.303
C -5.408 2.168 1.159
C -5.456 0.760 0.988
C -4.325 0.056 0.729
C -3.045 0.662 0.630
C -1.900 -0.105 0.159
C -0.631 0.331 0.236
C 0.664 -0.403 -0.070
C 1.878 0.616 0.129
C 3.145 0.150 -0.169
C 4.310 0.886 0.104
C 4.208 2.161 0.673
O 5.377 2.820 0.814
C 5.424 4.200 1.221
C 2.946 2.638 1.053
C 1.800 1.878 0.750
C 0.845 -1.304 -1.239
N 1.059 -2.645 -1.333
C 1.013 -3.858 -0.255
C 1.671 -3.441 1.074
C 1.765 -5.073 -0.833
C -0.460 -4.231 -0.121
C 1.071 -2.934 -2.708
C 0.918 -1.809 -3.386
N 0.853 -0.784 -2.466
C 0.637 0.566 -2.870
C -2.998 2.056 0.953
C -4.139 2.807 1.169
H -7.807 4.331 1.667
H -6.163 4.527 2.393
H -6.410 4.755 0.606
H -6.446 0.289 1.017
H -4.374 -1.031 0.617
H -2.080 -1.155 -0.127
H -0.415 1.111 0.987
H 0.708 -1.274 0.597
H 3.262 -0.845 -0.574
H 5.273 0.474 -0.104
H 6.466 4.487 1.127
H 4.804 4.812 0.572
H 5.096 4.302 2.252
H 2.885 3.576 1.610
H 0.881 2.332 1.102
H 1.127 -2.629 1.575
H 1.613 -4.339 1.725
H 2.739 -3.186 0.944
H 1.226 -5.566 -1.658
H 2.797 -4.871 -1.156
H 1.846 -5.852 -0.064
H -0.814 -4.741 -1.032
H -0.590 -4.940 0.702
H -1.086 -3.362 0.103
H 1.149 -3.911 -3.128
H 0.790 -1.575 -4.427
H 1.386 1.217 -2.378
H 0.743 0.590 -3.940
H -0.366 0.889 -2.562
H -2.027 2.547 1.037
H -4.088 3.896 1.315

=====

Record 8
12
Properties=species:S:1:pos:R:3 method="wB97M-V/def2-TZVPD" relative_energy_kj_mol=230.4 smiles="[H]/N=C/N=c1[nH]nn[nH]1" gap_ev=9.2
H 3.333 -1.124 -0.129
N 2.305 -0.886 -0.165
C 2.029 0.394 -0.130
N 0.989 1.148 0.050
C -0.183 0.535 0.248
N -1.471 0.995 -0.026
N -2.339 -0.181 -0.312
N -1.525 -1.221 -0.071
N -0.265 -0.762 0.393
H 2.951 1.149 -0.319
H -1.914 1.992 0.122
H 0.696 -1.241 0.533